1.
8
Properties=species:S:1:pos:R:3 method="wB97M-V/def2-TZVPD" charge=-1 homo_lumo_gap_ev="6.135 / 6.106"
C 0.33795 -0.32360 -0.01805
C -1.14479 -0.17325 -0.22304
N -1.97146 0.41685 0.42063
O -2.02486 1.12225 1.51640
Br 2.32689 0.00751 -2.36227
H 0.34547 -0.79054 1.01752
H 0.89526 0.59429 0.08340
H 1.23555 -0.85351 -0.43460

=====

2.
20
Properties=species:S:1:pos:R:3 method="wB97M-V/def2-TZVPD" multiplicity=4 charge=+1 homo_lumo_gap_ev="6.863 / 8.834"
Ti 0.48378 -3.60673 3.92977
Br -1.61949 -3.23068 1.87123
C 1.29719 -1.30344 0.09287
C 0.27761 -0.18156 -0.05779
C 0.67193 0.89688 -1.05288
O -0.31360 1.93860 -1.36273
C -0.61966 2.81262 -0.27041
N -1.01965 -0.74349 -0.43402
H -1.78006 -0.09386 -0.57493
H -1.00393 -1.24897 -1.30829
H -1.43151 -1.33762 0.27130
H 2.22931 -0.84708 0.42601
H 1.43756 -1.87981 -0.82156
H 0.97285 -2.09351 0.77014
H 0.04138 0.23561 0.92113
H 0.84858 0.27006 -1.92694
H 1.57332 1.40043 -0.70357
H -0.81259 3.86869 -0.45907
H 0.22502 2.76743 0.41704
H -1.45803 2.37643 0.27271

=====

Relative energy (zero: lowest compared OMol25 entry of this formula, charge and spin) in kcal/mol, matching the order above: 51.42 19.66